Computed, not measured: a cluster of 2 separate species, C2H2N3P in total in a non-equilibrium geometry, with ωB97M-V with the def2-TZVPD basis set.

- ΔE to the lowest compared entry with this formula, charge and spin: 131.7 kcal per mole
- Charge: 0
- Orbital gap (spin up / spin down): 0.26963 / 0.25113 Eh
- E_LUMO (spin up / spin down): -0.1347 / -0.1356 hartree

Each line ends with the Löwdin charge.
Element x y z (Å)
C (0.61, -1.07, -1.17)  -0.50
C (-1.02, -0.87, 1.03)  -0.13
N (0.57, -1.88, -1.98)  0.19
N (-1.89, -1.13, 1.71)  0.02
N (0.79, -0.11, -0.36)  -0.29
P (0.64, 1.49, -0.30)  0.83
H (1.10, 1.78, 0.99)  -0.08
H (-0.79, 1.80, 0.08)  -0.03

---

Computed, not measured: a cluster of 4 separate species, C4H19N2O3 in total in a non-equilibrium geometry, with ωB97M-V with the def2-TZVPD basis set.

- ΔE to the lowest compared entry with this formula, charge and spin: 4.4 kcal per mole
- Charge: +1
- Orbital gap: 0.37649 Eh
- E_LUMO: -0.1080 hartree

Each line ends with the Löwdin charge.
Element x y z (Å)
C (1.94, 0.39, 0.16)  -0.14
C (1.62, 0.03, -1.30)  -0.12
C (0.13, 0.26, -1.60)  -0.23
C (-2.15, -0.48, -1.23)  -0.11
N (-0.74, -0.70, -0.91)  -0.15
N (0.76, 0.68, 0.99)  0.15
H (2.59, 1.26, 0.13)  0.13
H (2.45, -0.44, 0.63)  0.12
H (2.22, 0.61, -1.98)  0.12
H (1.79, -1.03, -1.48)  0.11
H (-0.10, 0.28, -2.68)  0.13
H (-0.15, 1.26, -1.25)  0.08
H (-2.60, 0.34, -0.67)  0.08
H (-2.71, -1.40, -1.05)  0.08
H (-2.28, -0.28, -2.30)  0.09
H (-0.48, -1.66, -1.07)  0.12
H (-0.09, 0.14, 0.75)  0.11
H (1.00, 0.53, 1.97)  0.14
H (0.48, 1.67, 0.91)  0.14
H (0.23, 4.32, -0.48)  0.07
H (-0.87, 3.32, -0.16)  0.05
O (-0.05, 3.42, -0.67)  -0.05
H (-2.44, -2.31, 2.54)  0.07
H (-1.68, -2.12, 1.24)  0.03
O (-1.55, -2.37, 2.16)  -0.04
H (0.12, -1.67, 2.36)  0.00
H (1.44, -2.46, 2.58)  0.07
O (1.09, -1.59, 2.40)  -0.06

---

Computed, not measured: a cluster of 12 separate species, C45H82O22 in total in a non-equilibrium geometry, with ωB97M-V with the def2-TZVPD basis set.

- ΔE to the lowest compared entry with this formula, charge and spin: 0.0 kcal per mole
- Charge: 0
- Structure (SMILES): COC(=O)OC.COC(=O)OC.COC(=O)OC.O=C1CCCO1.O=C1CCCO1.O=C1CCCO1.O=C1CCCO1.C1CCOC1.C1CCOC1.C1CCOC1.C1CCOC1.C1CCOC1
- Orbital gap: 0.34368 Eh
- E_LUMO: 0.0067 hartree

Each line ends with the Löwdin charge.
Element x y z (Å)
C (-2.06, 4.36, 0.02)  -0.03
O (-2.32, 3.11, -0.60)  -0.03
C (-3.50, 2.96, -1.19)  -0.63
O (-4.27, 3.85, -1.39)  0.15
O (-3.59, 1.69, -1.52)  -0.01
C (-4.75, 1.24, -2.22)  -0.02
H (-0.99, 4.50, 0.10)  0.08
H (-2.53, 4.40, 1.00)  0.10
H (-2.42, 5.19, -0.59)  0.10
H (-4.76, 1.72, -3.20)  0.09
H (-5.63, 1.61, -1.70)  0.10
H (-4.72, 0.18, -2.38)  0.08
C (2.55, -2.91, -2.49)  -0.02
O (1.90, -1.82, -3.14)  -0.02
C (1.91, -1.70, -4.45)  -0.63
O (2.21, -2.54, -5.24)  0.15
O (1.59, -0.44, -4.71)  -0.01
C (1.67, 0.06, -6.03)  -0.04
H (1.98, -3.84, -2.51)  0.10
H (2.78, -2.61, -1.48)  0.09
H (3.44, -3.13, -3.09)  0.10
H (1.65, 1.14, -5.99)  0.07
H (0.79, -0.28, -6.59)  0.09
H (2.52, -0.30, -6.61)  0.11
C (4.95, 4.08, 4.26)  -0.04
O (3.88, 3.96, 3.35)  -0.04
C (2.89, 4.86, 3.39)  -0.61
O (2.81, 5.81, 4.10)  0.15
O (1.94, 4.55, 2.50)  0.00
C (2.16, 3.76, 1.33)  -0.03
H (5.76, 3.43, 3.92)  0.08
H (4.63, 3.77, 5.26)  0.09
H (5.40, 5.08, 4.26)  0.10
H (1.20, 3.64, 0.85)  0.08
H (2.58, 2.76, 1.50)  0.08
H (2.92, 4.27, 0.74)  0.09
O (-2.31, -6.79, 3.83)  0.12
C (-2.11, -5.93, 3.02)  -0.51
C (-3.09, -5.16, 2.17)  -0.07
C (-2.19, -4.42, 1.19)  -0.16
C (-0.92, -4.27, 1.98)  -0.15
O (-0.86, -5.49, 2.76)  0.02
H (-3.76, -5.85, 1.67)  0.13
H (-3.59, -4.58, 2.95)  0.14
H (-1.99, -5.02, 0.31)  0.13
H (-2.62, -3.50, 0.81)  0.08
H (0.01, -4.21, 1.41)  0.12
H (-0.92, -3.47, 2.73)  0.12
O (1.23, 0.29, 1.69)  0.11
C (0.71, -0.12, 0.69)  -0.50
C (0.64, 0.54, -0.65)  -0.06
C (-0.65, -0.05, -1.24)  -0.09
C (-0.66, -1.45, -0.58)  -0.12
O (0.10, -1.31, 0.64)  0.00
H (0.53, 1.60, -0.43)  0.12
H (1.58, 0.35, -1.17)  0.13
H (-1.47, 0.56, -0.84)  0.09
H (-0.72, -0.13, -2.32)  0.11
H (-1.66, -1.78, -0.30)  0.08
H (-0.10, -2.18, -1.16)  0.12
O (-3.09, -3.30, -1.71)  0.10
C (-4.12, -3.68, -2.20)  -0.49
C (-5.51, -3.29, -1.81)  -0.08
C (-6.34, -4.40, -2.43)  -0.14
C (-5.47, -4.90, -3.61)  -0.13
O (-4.13, -4.52, -3.25)  0.03
H (-5.72, -3.21, -0.75)  0.12
H (-5.81, -2.35, -2.27)  0.13
H (-6.42, -5.21, -1.70)  0.12
H (-7.32, -4.10, -2.79)  0.12
H (-5.49, -5.99, -3.63)  0.12
H (-5.82, -4.50, -4.56)  0.12
O (4.94, 3.20, -0.62)  0.12
C (5.11, 2.20, 0.01)  -0.48
C (6.06, 1.98, 1.18)  -0.06
C (5.45, 0.76, 1.90)  -0.13
C (4.76, 0.04, 0.72)  -0.15
O (4.44, 1.06, -0.24)  0.01
H (7.08, 1.81, 0.85)  0.13
H (6.01, 2.86, 1.82)  0.10
H (6.26, 0.14, 2.25)  0.11
H (4.81, 1.16, 2.68)  0.10
H (5.47, -0.64, 0.24)  0.13
H (3.86, -0.50, 1.00)  0.10
C (-4.12, -1.11, 1.05)  -0.17
C (-3.07, -0.73, 2.08)  -0.16
C (-3.10, 0.79, 2.01)  -0.19
O (-4.42, 1.19, 1.65)  -0.11
C (-5.14, 0.03, 1.20)  -0.18
H (-4.51, -2.12, 1.16)  0.10
H (-3.60, -0.99, 0.10)  0.10
H (-2.06, -1.07, 1.85)  0.09
H (-3.35, -1.04, 3.09)  0.12
H (-2.37, 1.20, 1.31)  0.10
H (-2.81, 1.17, 3.00)  0.12
H (-5.59, 0.21, 0.22)  0.10
H (-5.90, -0.25, 1.93)  0.12
C (0.83, 0.94, 5.55)  -0.13
C (0.13, 2.27, 5.90)  -0.17
C (1.22, 3.15, 6.46)  -0.18
O (2.41, 2.67, 5.80)  -0.14
C (2.10, 1.56, 4.98)  -0.22
H (0.27, 0.53, 4.70)  0.10
H (1.10, 0.19, 6.29)  0.11
H (-0.74, 2.15, 6.54)  0.11
H (-0.21, 2.66, 4.94)  0.11
H (1.31, 2.91, 7.52)  0.12
H (1.06, 4.22, 6.31)  0.12
H (2.92, 0.86, 4.82)  0.10
H (2.03, 1.90, 3.93)  0.10
C (2.53, 2.83, -3.27)  -0.17
C (3.15, 2.99, -4.65)  -0.18
C (3.94, 4.27, -4.46)  -0.20
O (3.18, 5.09, -3.57)  -0.13
C (2.17, 4.28, -2.94)  -0.18
H (3.19, 2.39, -2.52)  0.10
H (1.62, 2.23, -3.30)  0.10
H (2.37, 3.08, -5.40)  0.10
H (3.81, 2.13, -4.83)  0.12
H (4.28, 4.72, -5.39)  0.12
H (4.87, 4.05, -3.91)  0.12
H (1.25, 4.56, -3.46)  0.12
H (2.15, 4.40, -1.86)  0.11
C (4.03, -2.88, 4.57)  -0.18
C (3.31, -1.89, 3.69)  -0.17
C (1.88, -2.22, 4.08)  -0.20
O (1.93, -2.42, 5.49)  -0.14
C (3.24, -2.86, 5.89)  -0.18
H (5.10, -2.75, 4.73)  0.11
H (3.96, -3.86, 4.08)  0.11
H (3.51, -2.15, 2.65)  0.11
H (3.64, -0.89, 3.96)  0.09
H (1.52, -3.12, 3.57)  0.11
H (1.12, -1.47, 3.84)  0.10
H (3.26, -3.83, 6.38)  0.11
H (3.67, -2.09, 6.53)  0.12
C (-2.21, -0.77, -5.60)  -0.18
C (-3.08, -0.18, -6.67)  -0.17
C (-4.27, 0.32, -5.86)  -0.17
O (-4.27, -0.47, -4.66)  -0.16
C (-3.24, -1.41, -4.70)  -0.22
H (-1.70, 0.04, -5.07)  0.12
H (-1.51, -1.55, -5.91)  0.12
H (-3.27, -0.75, -7.59)  0.11
H (-2.64, 0.74, -7.10)  0.11
H (-5.19, 0.19, -6.44)  0.12
H (-4.20, 1.37, -5.56)  0.11
H (-3.52, -2.41, -5.07)  0.12
H (-2.74, -1.65, -3.75)  0.11

---

Computed, not measured: an isolated molecule of C7H10, with ωB97M-V with the def2-TZVPD basis set.

- ΔE to the lowest compared entry with this formula, charge and spin: 116.2 kcal per mole
- Charge: 0
- Orbital gap (spin up / spin down): 0.29638 / 0.29591 Eh
- E_LUMO (spin up / spin down): -0.0084 / -0.0084 hartree

Each line ends with the Löwdin charge.
Element x y z (Å)
C (2.11, 0.03, 0.37)  -0.07
C (0.68, -0.09, -0.10)  -0.40
C (-0.31, -0.94, 0.72)  -0.14
C (-1.57, -0.43, -0.02)  -0.41
C (-1.35, -0.92, -1.46)  0.19
C (-1.35, 1.08, 0.05)  -0.08
C (-0.05, 1.26, -0.17)  -0.07
H (2.67, 0.65, -0.34)  0.08
H (2.15, 0.50, 1.36)  0.08
H (2.57, -0.97, 0.41)  0.08
H (-0.29, -0.72, 1.80)  0.12
H (-0.16, -2.02, 0.57)  0.11
H (-2.53, -0.84, 0.31)  0.14
H (-1.55, -0.03, -2.10)  0.02
H (0.68, -0.60, -1.08)  0.12
H (-2.13, 1.84, 0.10)  0.10
H (0.44, 2.19, -0.43)  0.11

---

Computed, not measured: an isolated molecule of C24H20N4O8S in a non-equilibrium geometry, with ωB97M-V with the def2-TZVPD basis set.

- ΔE to the lowest compared entry with this formula, charge and spin: 0.0 kcal per mole
- Charge: 0
- Structure (SMILES): COc1ccc(-n2c(O)c(/C=N/NS(=O)(=O)c3cccc([N+](=O)[O-])c3)c3ccccc3c2=O)cc1OC
- Orbital gap: 0.25235 Eh
- E_LUMO: -0.0386 hartree

Each line ends with the Löwdin charge.
Element x y z (Å)
C (-5.76, -4.09, -0.14)  -0.08
O (-5.81, -2.77, 0.33)  -0.06
C (-4.69, -2.00, 0.22)  -0.20
C (-3.49, -2.42, -0.32)  0.00
C (-2.41, -1.55, -0.40)  -0.01
C (-2.53, -0.27, 0.08)  -0.20
N (-1.43, 0.64, -0.01)  0.12
C (-0.29, 0.37, 0.68)  -0.23
O (-0.33, -0.73, 1.42)  0.13
C (0.83, 1.20, 0.61)  -0.08
C (2.01, 0.87, 1.35)  -0.07
N (2.10, -0.21, 2.05)  -0.02
N (3.26, -0.48, 2.72)  -0.13
S (4.78, -0.01, 2.16)  0.66
O (4.92, 1.41, 2.24)  -0.28
O (5.70, -0.86, 2.84)  -0.27
C (4.70, -0.46, 0.41)  -0.26
C (4.79, 0.53, -0.56)  -0.04
C (4.68, 0.18, -1.90)  -0.03
C (4.49, -1.14, -2.25)  0.02
C (4.41, -2.11, -1.26)  -0.13
N (4.20, -3.50, -1.64)  -0.36
O (4.02, -4.29, -0.74)  0.10
O (4.21, -3.77, -2.81)  0.09
C (4.51, -1.78, 0.08)  0.03
C (0.75, 2.39, -0.21)  -0.10
C (1.81, 3.30, -0.35)  -0.02
C (1.68, 4.42, -1.15)  -0.07
C (0.49, 4.67, -1.84)  -0.07
C (-0.56, 3.79, -1.71)  0.00
C (-0.44, 2.66, -0.90)  -0.07
C (-1.60, 1.77, -0.82)  -0.35
O (-2.65, 1.96, -1.39)  0.10
C (-3.73, 0.17, 0.63)  0.07
C (-4.82, -0.67, 0.69)  -0.18
O (-6.03, -0.34, 1.19)  -0.06
C (-6.24, 0.99, 1.61)  -0.08
H (-5.02, -4.69, 0.40)  0.10
H (-6.75, -4.50, 0.05)  0.09
H (-5.55, -4.13, -1.21)  0.10
H (-3.38, -3.42, -0.70)  0.11
H (-1.48, -1.89, -0.83)  0.12
H (0.54, -0.82, 1.89)  0.08
H (2.85, 1.55, 1.29)  0.09
H (3.26, -1.41, 3.12)  0.12
H (4.95, 1.55, -0.25)  0.11
H (4.75, 0.94, -2.66)  0.12
H (4.40, -1.44, -3.29)  0.12
H (4.46, -2.55, 0.84)  0.13
H (2.74, 3.15, 0.17)  0.10
H (2.51, 5.10, -1.24)  0.11
H (0.40, 5.55, -2.46)  0.10
H (-1.49, 3.95, -2.22)  0.12
H (-3.79, 1.19, 0.99)  0.12
H (-6.05, 1.70, 0.79)  0.10
H (-5.61, 1.25, 2.46)  0.10
H (-7.29, 1.04, 1.90)  0.09

---

Computed, not measured: a cluster of 2 separate species, C9H16N3O in total in a non-equilibrium geometry, with ωB97M-V with the def2-TZVPD basis set.

- ΔE to the lowest compared entry with this formula, charge and spin: 24.7 kcal per mole
- Charge: +1
- Orbital gap: 0.31734 Eh
- E_LUMO: -0.1016 hartree

Each line ends with the Löwdin charge.
Element x y z (Å)
C (1.93, -2.45, -0.96)  -0.05
C (0.02, -3.62, 0.03)  -0.42
N (-1.11, -3.57, 0.77)  0.21
N (0.64, -2.51, -0.32)  0.05
N (0.40, -4.80, -0.50)  0.22
H (-1.50, -2.64, 0.83)  0.12
H (-1.22, -4.30, 1.44)  0.12
H (0.30, -1.65, 0.09)  0.11
H (-0.17, -5.56, -0.17)  0.13
H (1.35, -4.74, -0.85)  0.12
H (1.97, -2.66, -2.03)  0.11
H (2.78, -2.78, -0.36)  0.11
H (2.09, -1.37, -1.12)  0.09
C (-0.65, 4.72, -1.49)  -0.04
C (-0.17, 1.20, 0.89)  -0.30
C (-1.03, 2.19, 1.36)  -0.01
C (0.64, 1.43, -0.19)  -0.03
C (-1.05, 3.38, 0.64)  -0.03
C (0.59, 2.61, -0.94)  -0.02
C (-0.33, 3.57, -0.55)  -0.27
O (-0.25, -0.10, 1.47)  -0.03
H (-0.39, 0.18, 2.40)  0.12
H (-1.75, 2.13, 2.17)  0.12
H (1.23, 0.60, -0.57)  0.09
H (-1.63, 4.20, 1.03)  0.12
H (1.22, 2.55, -1.82)  0.12
H (-1.26, 4.28, -2.28)  0.09
H (0.22, 5.33, -1.70)  0.08
H (-1.46, 5.34, -1.07)  0.08

---

- Which value of charge does entry 2 give?
  +1